No. 1
Below is a single C7H4ClNO molecule in a non-equilibrium geometry, with properties calculated with ωB97M-V with the def2-TZVPD basis set.

Calculated values
Maximum force ... 5.826 eV/Å
E_LUMO ... 0.6 eV
Gap between HOMO and LUMO ... 9.9 eV
SMILES string ... O=C=Nc1ccc(Cl)cc1

Geometry (Å):
C 1.5966 0.1187 -1.1902
C 1.5270 0.7977 0.0878
C 0.3334 0.7592 0.8400
C -0.7402 0.0454 0.2897
C -0.6864 -0.5681 -0.9332
C 0.5803 -0.6380 -1.6050
C -2.3275 -0.5146 2.0378
H 2.2013 1.3288 0.5828
H 0.3511 1.4033 1.8710
H -1.5959 -0.9678 -1.3617
H 0.4096 -1.0200 -2.7252
N -1.9784 0.0196 1.0614
O -2.7849 -0.9323 3.0216
Cl 3.1141 0.1681 -1.9767

=====

No. 2
Below is a gas-phase ion, C9H17N3O3 (charge +2) in a non-equilibrium geometry, with properties calculated with ωB97M-V with the def2-TZVPD basis set.

Calculated values
Maximum force ... 3.989 eV/Å
E_LUMO ... -7.9 eV
Gap between HOMO and LUMO ... 9.6 eV
SMILES string ... CNC(O[N+]1(C)C(=O)CCC1=O)=[N+](C)C
Total charge ... +2

Geometry (Å):
C 1.2930 0.1262 -0.8320
C -0.4355 -0.3083 -2.5885
C -0.6891 -0.0878 1.1115
C 1.9546 -0.1086 -2.1966
C 0.8832 -0.4639 -3.2316
C -1.5151 2.3317 1.4160
C -0.1866 -2.3576 0.7641
C -0.2045 -1.4647 3.0665
C -0.1724 1.9311 -1.4448
N -0.7504 1.0863 1.7442
N -0.2925 -1.2149 1.6625
N -0.1581 0.4147 -1.1806
O 1.6796 0.0777 0.2831
O -1.5125 -0.5032 -2.9912
O -1.0722 -0.0007 -0.2611
H 2.4737 0.7785 -2.5000
H 2.7751 -0.8074 -2.1217
H 1.1798 -1.4456 -3.6932
H 0.9444 0.3267 -4.1140
H -2.1713 2.5129 2.3089
H -0.9651 3.2752 1.1968
H -2.2359 2.1548 0.6219
H -0.5488 -3.2349 1.2507
H 0.8612 -2.6322 0.7630
H -0.6058 -2.1767 -0.2007
H 0.9739 -1.4851 3.4098
H -0.6890 -2.4148 3.3151
H -0.6464 -0.7281 3.7233
H -1.1755 2.1223 -1.5393
H 0.3577 2.7219 -0.8249
H 0.3364 2.0924 -2.5044
H -0.3159 1.0702 2.6381

=====

No. 3
Below is 40 unconnected molecules or ions with the total composition H80O40 in a non-equilibrium geometry, with properties calculated with ωB97M-V with the def2-TZVPD basis set.

Calculated values
Maximum force ... 10.377 eV/Å
E_LUMO ... -0.6 eV
Gap between HOMO and LUMO ... 9.2 eV

Geometry (Å):
H 3.3529 4.7442 1.4699
H 1.9895 4.7811 1.0941
O 2.5453 5.3285 1.4981
H -5.8426 -2.2113 -0.6715
H -5.0048 -3.6271 -0.6367
O -5.0652 -2.7201 -0.6251
H 1.6596 4.4011 -2.2740
H 2.6738 4.8466 -2.9362
O 2.2342 4.0755 -2.8836
H -2.9815 -4.4525 3.4124
H -4.0258 -3.2643 3.3274
O -3.7838 -4.0400 3.8352
H -1.3609 -3.9425 -3.6499
H -0.0992 -3.8603 -2.7483
O -0.4231 -3.5843 -3.6777
H 0.2937 3.0915 -2.2122
O -0.3773 2.4605 -1.7699
H -2.4125 1.3919 3.5584
O -1.9165 0.7130 3.2515
H 6.2163 -2.2353 -0.6620
H 5.1471 -1.4424 0.1712
O 5.4648 -2.3041 -0.0642
H -1.6758 3.8875 5.0324
H -2.6350 4.2172 4.0741
O -2.6616 3.6713 4.7137
H -3.2576 -4.6439 0.0560
H -2.7183 -5.9761 -0.4851
O -3.3907 -5.3637 -0.4505
H -1.2432 -0.3787 6.4482
H 0.5284 -0.2101 6.2583
O -0.3989 0.1480 6.4837
H -1.2309 0.7827 -2.9059
O -1.9419 0.4009 -3.3523
H 1.2151 1.4615 -3.9617
H 0.2388 0.1924 -4.1776
O 0.9994 0.5947 -3.6556
H 2.2161 0.1210 -2.1278
H 2.2317 0.5862 -0.6905
O 1.7387 0.2313 -1.3581
H 5.4923 3.1327 1.6220
H 4.9794 2.6660 0.1428
O 4.8306 2.9259 1.0273
H -4.2015 1.8004 4.3271
H -5.1107 0.7527 4.3041
O -4.9951 1.6507 4.0218
H -2.2606 4.4421 0.0425
H -0.9973 3.5094 -0.8089
O -1.6031 3.8302 0.0393
H -3.7559 0.9519 -4.6155
H -4.2044 2.2648 -3.5959
O -4.4043 1.8757 -4.5116
H -0.0837 2.8554 6.2646
O 0.4456 3.0773 5.3437
H 1.7416 -1.4319 1.5529
H 1.5561 -2.8504 1.5351
O 1.5111 -2.1020 2.1889
H 2.0444 1.3353 1.1673
O 1.9218 0.4307 1.4109
H 3.8373 3.5987 -0.5008
H 3.5418 5.0803 -1.0460
O 4.1614 4.2069 -1.1702
H 0.7685 -2.3489 4.6288
H 0.0486 -2.0878 6.1396
O 0.7813 -2.1024 5.6298
H 2.1273 -5.0834 -0.6043
H 1.6873 -5.6496 0.9146
O 1.7056 -4.8822 0.2192
H 3.4495 -0.5333 -4.9282
H 4.7979 -0.3253 -4.5771
O 4.2943 -1.0059 -4.9462
H 3.3156 -0.8316 -2.9035
H 4.5917 -1.3235 -3.1186
O 4.0580 -1.2569 -2.4560
H 0.1387 1.8806 0.3723
H 0.5703 2.5379 1.6823
O 0.7881 2.6049 0.7457
H -4.2722 2.7245 -0.3094
H -2.7709 2.3828 -0.1910
O -3.6746 2.1191 -0.5137
H -4.0592 3.1057 1.9306
H -5.4346 3.5518 1.8771
O -4.5617 4.0083 1.9444
H -1.2145 -5.3990 2.6235
H -1.1192 -3.8419 2.4776
O -1.4708 -4.6194 3.0247
H 5.0277 -0.2860 4.2957
H 4.7490 -1.5002 3.3887
O 4.4375 -0.7090 3.6400
H -4.1851 -1.9339 -5.1972
O -3.1802 -1.8465 -4.8392
H -0.7388 4.3553 -4.5650
H -0.8843 3.2221 -5.7461
O -0.8093 3.4400 -4.8656
H 1.1930 3.4677 5.6935
H 0.0504 1.8953 -1.0133
H 2.4179 0.3730 2.2925
H -1.0761 0.7648 3.6092
H -2.3508 -0.1333 -2.7659
H -3.4077 -1.7595 -3.7441
O 3.3358 -4.0119 -1.0370
H 4.0496 -4.0043 -0.3594
H 3.3196 -3.5466 -1.7934
O -0.1559 -1.2535 -0.4461
H 0.8840 -1.3359 -0.5519
H -0.5588 -0.5821 -1.0119
O -1.0360 -2.0242 2.0239
H -0.2085 -1.5349 2.0296
H -1.6929 -1.5139 2.3521
O 0.3242 5.1572 -1.4450
H 0.0941 6.0850 -1.3687
H 0.2831 4.6611 -0.5251
O -0.2156 -5.9884 -0.4382
H 0.4753 -6.4842 -0.9932
H 0.0065 -5.0724 -0.4488
O 0.7995 -1.8697 -5.1588
H 0.4253 -2.7395 -5.6360
H 0.1212 -1.4766 -4.7345
O -2.4276 -2.5006 -2.2561
H -1.5319 -2.1252 -2.0543
H -2.8242 -2.6884 -1.4416

=====

Let's list DFT total energy in order: -23382.6431 -20200.7673 -83186.7979 eV.
Let's list energy relative to the best compared isomer or geometry (same formula, charge and spin) in order: 20.3 9.4 438.6 kcal per mole.